No. 1
Entry from the OMol25 dataset: 6 unconnected molecules or ions with the total composition C30H54BF3O7 in a non-equilibrium geometry (the ωB97M-V functional and the def2-TZVPD basis).

Summary:
* orbital gap: 7.16 eV
* lowest unoccupied orbital energy: -0.06 eV
* F_max: 2.63 eV Å⁻¹
* HOMO: -7.22 eV

Positions of all 95 atoms, in Å:
C -3.79014 -0.07061 -1.78557
C -3.65756 -0.78243 -2.98130
C -2.44741 -1.62213 -3.41231
B -1.05171 -1.04479 -2.88383
C -0.04287 -0.53483 -4.02854
C -0.75023 0.66975 -4.71176
O 0.20803 1.55123 -5.32589
C -0.48676 2.68540 -5.71980
O -1.01661 2.75740 -6.75166
C -0.62935 -0.99076 -1.35793
C 0.34071 0.17773 -0.97296
C -0.22157 1.12033 0.08813
F -0.36206 2.44645 -0.21652
C -0.55424 0.77842 1.31442
F -0.37802 1.64995 2.29725
F -1.02521 -0.39890 1.62456
H -4.07094 -0.61926 -0.86629
H -3.68544 1.01864 -1.67775
H -4.51997 -0.78085 -3.67691
H -2.52742 -2.70672 -3.14275
H -2.45220 -1.61581 -4.51926
H 0.13456 -1.35914 -4.73980
H 0.94069 -0.24924 -3.62032
H -1.53042 0.33559 -5.41777
H -1.30142 1.20646 -3.90207
H -0.50423 3.51550 -4.98092
H -1.52909 -0.89717 -0.72497
H -0.14442 -1.96426 -1.13921
H 1.26846 -0.22311 -0.52749
H 0.64933 0.82163 -1.81156
C 0.49708 -0.85852 6.66445
C -0.30153 -0.54766 5.40804
C 0.60180 -1.10318 4.31989
O 1.30954 -2.20812 4.89580
C 1.11912 -2.20092 6.31477
H -0.10556 -0.89288 7.57175
H 1.27972 -0.10768 6.80247
H -1.24868 -1.09492 5.42464
H -0.52304 0.51125 5.27732
H 1.34005 -0.35984 3.99767
H 0.04673 -1.44155 3.44689
H 0.44708 -3.02799 6.57039
H 2.07597 -2.36502 6.81261
C 0.71593 7.24570 -0.44255
C 0.14432 5.96966 0.15406
C -1.35102 6.20818 0.03314
O -1.54267 7.03052 -1.12402
C -0.27612 7.53777 -1.55726
H 1.74049 7.14480 -0.80068
H 0.69192 8.04703 0.30102
H 0.43687 5.11132 -0.45701
H 0.46417 5.78279 1.17915
H -1.73857 6.75159 0.90178
H -1.91716 5.28221 -0.07762
H -0.00060 7.01501 -2.47996
H -0.36418 8.60314 -1.77522
C 3.13819 3.70238 1.56078
C 4.43724 3.30945 2.24392
C 4.44207 1.80073 2.04995
O 3.74934 1.54270 0.82070
C 3.08643 2.74068 0.39535
H 3.10375 4.74421 1.24167
H 2.29527 3.51966 2.23345
H 5.28436 3.75706 1.71719
H 4.49334 3.60634 3.29085
H 3.90055 1.29388 2.85608
H 5.44984 1.38641 1.99532
H 3.62723 3.13642 -0.47171
H 2.06609 2.50718 0.09199
C 2.24318 -4.90347 -4.86394
C 1.71965 -5.82239 -3.77207
C 1.30093 -4.82871 -2.70180
O 0.89690 -3.63315 -3.38293
C 1.29536 -3.72087 -4.75857
H 2.24809 -5.35623 -5.85486
H 3.26281 -4.58833 -4.62726
H 0.84690 -6.37140 -4.13556
H 2.45263 -6.54582 -3.41657
H 2.13930 -4.57589 -2.04427
H 0.47624 -5.19440 -2.08789
H 0.39446 -3.87965 -5.36202
H 1.75835 -2.78270 -5.06573
C -2.98395 -5.00262 3.40980
C -2.50503 -3.69448 4.01929
C -2.39906 -2.80108 2.79488
O -3.39369 -3.25177 1.86826
C -3.91024 -4.51257 2.30824
H -3.48043 -5.66340 4.12003
H -2.13784 -5.54185 2.97554
H -3.26346 -3.30376 4.70380
H -1.56516 -3.78049 4.56555
H -1.41988 -2.90042 2.31454
H -2.56680 -1.74881 3.02706
H -4.92516 -4.34897 2.68683
H -3.96194 -5.20102 1.46333

Atoms 1-3, force components in eV/Å:
C -0.1 -0.6 0.3
C -0.1 0.2 0.2
C -1.0 -1.3 0.6

No. 2
Entry from the OMol25 dataset: 5 unconnected molecules or ions with the total composition C30H54ClO15PS4 in a non-equilibrium geometry (the ωB97M-V functional and the def2-TZVPD basis).

Summary:
* orbital gap: 9.38 eV
* lowest unoccupied orbital energy: 0.33 eV
* F_max: 4.93 eV Å⁻¹
* HOMO: -9.05 eV

Positions of all 105 atoms, in Å:
C 1.09082 1.15469 2.10700
C 0.40982 1.51109 3.17214
C -0.99895 1.98287 3.02545
O -1.31900 2.49500 2.03007
O -1.85563 1.75576 4.05485
C -3.02251 1.05246 3.57510
C -3.38366 -0.11488 4.50857
C -2.77874 -1.39007 3.87508
C -2.87987 -2.55722 4.87295
C -2.14577 -3.84808 4.43808
C -2.24537 -4.17111 2.93146
C -1.16644 -3.44800 2.11554
O -0.03526 -4.32532 1.90786
C 0.44971 -4.23793 0.66101
O 1.34184 -4.81591 0.24693
O -0.28961 -3.37372 -0.09896
C -1.48015 -3.00762 0.67382
C -1.51860 -1.46207 0.55830
O -2.27206 -1.06213 -0.55522
C -1.75708 0.14074 -1.12078
P -2.85283 -3.94502 -0.23502
O -2.66827 -3.56800 -1.81208
Cl -2.24523 -5.93680 -0.00732
H 0.54428 0.74179 1.26061
H 2.16945 1.26627 2.03314
H 0.85385 1.43460 4.16370
H -3.85156 1.76785 3.51561
H -2.79521 0.71236 2.56030
H -4.46046 -0.20634 4.66488
H -2.88008 0.04474 5.46693
H -1.72678 -1.18010 3.64736
H -3.30674 -1.63639 2.94635
H -3.92636 -2.72044 5.15286
H -2.38908 -2.22205 5.79825
H -1.09318 -3.86932 4.73912
H -2.63553 -4.67301 4.97152
H -2.02991 -5.23836 2.81213
H -3.26267 -4.04093 2.54669
H -0.75833 -2.53798 2.57150
H -0.47558 -1.12898 0.47584
H -1.95315 -1.04976 1.48131
H -2.11052 0.18394 -2.15688
H -2.15739 0.99846 -0.56268
H -0.65431 0.16772 -1.16941
H -1.75093 -3.29292 -1.99557
O 3.67457 1.07993 0.56834
S 4.10324 2.44969 0.70231
O 3.62903 3.29523 1.76937
C 5.89034 2.48360 0.67746
C 6.24320 2.60606 -0.80183
C 5.26677 3.63673 -1.38113
C 3.86599 3.27822 -0.87181
H 6.28172 1.58095 1.14188
H 6.21235 3.36338 1.23496
H 7.28078 2.90817 -0.94055
H 6.10189 1.64403 -1.29997
H 5.54191 4.63484 -1.03164
H 5.29503 3.65228 -2.47007
H 3.25014 4.16169 -0.71927
H 3.36019 2.58397 -1.54313
O 2.85883 2.82873 -3.00084
S 1.52193 2.30678 -2.84707
O 1.21733 1.28353 -1.87489
C 0.39518 3.67695 -2.62864
C -0.01684 4.05723 -4.04424
C -0.26673 2.73434 -4.77545
C 0.90951 1.80221 -4.45742
H 0.89509 4.48077 -2.09230
H -0.45866 3.31592 -2.05366
H -0.90697 4.69481 -4.04084
H 0.79459 4.60272 -4.53629
H -1.19720 2.28954 -4.41289
H -0.37200 2.88090 -5.84993
H 0.60294 0.75928 -4.41124
H 1.72032 1.91809 -5.17488
O -3.52394 5.44131 -5.68915
S -3.49571 5.88047 -4.31806
O -2.50829 5.38306 -3.38515
C -3.48101 7.66754 -4.28982
C -4.95580 8.05609 -4.28665
C -5.63756 7.09868 -3.30175
C -5.13472 5.68433 -3.61419
H -2.93588 8.04323 -5.15314
H -2.98839 7.98062 -3.36898
H -5.09302 9.09776 -3.99934
H -5.37909 7.92251 -5.28500
H -5.36156 7.37029 -2.28043
H -6.72327 7.15285 -3.37198
H -5.06729 5.06960 -2.71936
H -5.75925 5.19045 -4.35689
O 6.27463 -8.15367 2.32204
S 4.95436 -8.68260 2.55772
O 4.69764 -9.64051 3.60452
C 3.81213 -7.31644 2.71621
C 3.34884 -7.03998 1.28929
C 3.09909 -8.41550 0.66031
C 4.29989 -9.30534 1.00570
H 4.31492 -6.46988 3.17882
H 2.98366 -7.64926 3.34195
H 2.45870 -6.42093 1.27153
H 4.13345 -6.51785 0.73626
H 2.18798 -8.84768 1.08114
H 2.95970 -8.34583 -0.41809
H 4.01222 -10.34653 1.13329
H 5.08613 -9.22724 0.25650

Atoms 1-3, force components in eV/Å:
C 0.5 -0.4 -0.9
C -0.7 0.2 1.7
C 1.8 -2.0 2.2